Below is a cluster of 6 separate species, C4H20N2O7 in total, with properties calculated with ωB97M-V/def2-TZVPD.

The geometry in XYZ format:
```
33
Properties=species:S:1:pos:R:3:nbo_charge:R:1
H 1.986 1.309 -0.018 0.1968
O 1.222 1.974 1.685 -0.7439
H -2.174 -3.031 0.737 0.4855
O 1.109 -3.173 0.925 -0.9849
H 2.004 -2.554 -0.435 0.4941
C 1.109 1.924 0.253 -0.0750
H 0.357 2.178 2.073 0.4906
H -0.224 0.040 1.398 0.3780
H 0.712 -0.563 -1.083 0.2776
H -0.993 1.304 -3.581 0.3990
H 2.298 0.705 2.224 0.4887
H -1.633 0.004 0.573 0.3916
H 1.043 -4.130 0.836 0.4734
O 2.900 -0.023 2.460 -0.9755
H -2.048 2.335 1.272 0.4847
H -0.849 2.066 -0.623 0.1943
H 1.147 2.962 -0.075 0.1862
H 3.235 -1.658 -0.361 0.4713
H 0.850 0.783 -2.095 0.2297
H -1.592 -1.986 -0.323 0.5159
H 2.344 -0.795 2.627 0.4649
N -0.879 0.616 0.894 -0.8729
C -1.167 -0.119 -2.091 0.6989
N -1.517 0.533 -3.229 -0.7953
O -1.445 -2.439 0.541 -1.0066
H -2.391 0.305 -3.693 0.4099
H -3.529 2.754 1.392 0.4686
O 2.616 -2.036 -1.001 -0.9902
C 0.115 0.298 -1.426 -0.5492
O -1.901 -1.017 -1.668 -0.6773
C -0.206 1.248 -0.227 -0.0696
O -2.659 3.083 1.157 -0.9665
H 0.159 -2.896 0.882 0.5073
```

Properties
HOMO level (Ha): -0.3746
Largest force on an atom (eV/A): 1.14
Relative energy (zero: lowest compared OMol25 entry of this formula, charge and spin) (kcal per mole): 0.2
Structure (SMILES): NC(=O)C[C@@H](N)CO.O.O.O.O.O
Calculated total energy (eV): -21786.4473

Below is a cluster of 6 separate species, C4H20N2O7 in total, with properties calculated with ωB97M-V/def2-TZVPD.

The geometry in XYZ format:
```
33
Properties=species:S:1:pos:R:3:nbo_charge:R:1
H -0.903 -2.167 -1.356 0.4879
O 1.266 2.039 -0.898 -0.5950
H 1.449 2.932 2.217 0.4719
H -2.842 -3.284 1.193 0.4800
O 2.248 2.942 1.681 -0.9520
H 2.017 2.761 0.761 0.4835
H -0.533 1.989 0.822 0.4296
H -1.322 -3.248 1.233 0.4781
H -0.521 -0.501 2.572 0.2265
O -1.249 -1.589 -2.041 -0.9627
O 0.063 -2.366 1.795 -0.7077
H -0.186 1.387 -2.973 0.4287
C 1.228 -0.258 -0.375 -0.1836
H -3.769 1.892 0.013 0.4821
C -0.283 -0.987 1.609 0.0378
C 2.853 -0.469 -0.468 -0.5632
H 0.869 -2.681 1.368 0.5065
H -3.357 1.658 -1.442 0.4693
H -0.167 3.342 0.473 0.4797
N 0.855 -0.286 1.014 -0.1982
C 0.810 0.955 -1.217 0.6704
H 0.930 -1.227 -0.818 0.2398
H -1.172 -0.974 0.930 0.2440
O -2.072 -3.449 0.633 -0.9726
O -3.633 1.198 -0.646 -0.9498
H 3.007 -1.432 -0.964 0.2425
H 1.244 0.436 1.631 0.4339
H 3.307 -0.351 0.497 0.2377
N 0.142 0.672 -2.323 -0.7755
H 3.174 0.402 -1.041 0.2545
O -0.913 2.874 0.882 -0.9055
H -0.446 -0.185 -2.522 0.4653
H -2.095 -2.023 -2.240 0.5161
```

Properties
HOMO level (alpha / beta) (Ha): -0.5254 / -0.5254
2S+1: 2
Net charge: +1
Largest force on an atom (eV/A): 4.09
Relative energy (zero: lowest compared OMol25 entry of this formula, charge and spin) (kcal per mole): 15.1
<S²>: 0.756
Calculated total energy (eV): -21776.2029

Below is a cluster of 6 separate species, C4H20NO9 in total, with properties calculated with ωB97M-V/def2-TZVPD.

The geometry in XYZ format:
```
34
Properties=species:S:1:pos:R:3:nbo_charge:R:1
H 0.000 1.818 2.536 0.2658
H 0.956 -0.204 -3.682 0.4698
O 0.497 0.545 -3.732 -0.9578
H 0.268 0.350 -1.515 0.5010
O 0.443 -0.098 -0.785 -0.7793
C -0.284 0.847 2.414 -0.5117
H 1.617 -0.117 2.425 0.2465
H -1.285 0.703 4.485 0.1549
H 5.190 0.781 -0.499 0.5309
O 1.087 1.904 0.206 -0.7102
H -2.753 -2.708 1.404 0.4767
C 0.781 -0.074 1.692 -0.0842
C 1.215 0.517 0.273 0.7582
H -3.867 -1.761 -1.412 0.4891
O -2.442 0.828 -3.468 -0.9588
H 1.753 2.143 -0.378 0.4820
O 2.539 0.286 0.093 -0.8352
H -3.283 1.306 -3.466 0.4789
H -1.251 0.825 1.936 0.2521
H 1.210 -2.089 1.667 0.4423
C -0.635 0.173 3.753 0.4562
O 4.550 1.149 -1.151 -0.9309
H -0.042 -1.603 0.595 0.4863
N 0.335 -1.442 1.542 -0.6887
H -0.246 -1.753 2.290 0.4742
H 0.070 0.633 -4.566 0.4926
H 4.588 0.904 -2.082 0.5199
H -3.246 -0.414 -1.194 0.4940
H 3.289 0.609 -0.659 0.5238
H -2.952 -1.654 0.320 0.5023
H -1.755 1.553 -3.282 0.4810
O -3.913 -0.988 -0.833 -0.9163
O -0.218 -0.926 4.070 -0.5655
O -2.219 -2.042 1.000 -1.0396
```

Properties
HOMO level (Ha): -0.4941
Net charge: +1
Largest force on an atom (eV/A): 8.32
Relative energy (zero: lowest compared OMol25 entry of this formula, charge and spin) (kcal per mole): 0.0
Calculated total energy (eV): -24382.5956

Below is a cluster of 8 separate species, C4H21NO10 in total, with properties calculated with ωB97M-V/def2-TZVPD.

The geometry in XYZ format:
```
36
Properties=species:S:1:pos:R:3:nbo_charge:R:1
H 3.821 -2.680 -0.718 0.4556
H -0.320 3.507 0.802 0.1225
H -2.461 1.151 -0.918 0.2042
H 0.216 0.323 3.634 0.1521
O 1.047 -1.826 -0.700 -0.9905
C -0.528 0.967 3.156 0.5331
H 1.608 1.566 -1.512 0.5058
O -1.941 -3.377 0.670 -0.9429
H 1.070 0.762 -0.284 0.4779
C -2.331 0.704 0.110 -0.0816
O -1.146 1.774 3.811 -0.5968
H 2.104 0.259 -2.767 0.4836
H -2.107 -1.528 -1.689 0.4869
H 2.398 2.524 2.574 0.4626
O 2.613 1.599 2.780 -0.9278
H -2.310 2.180 1.560 0.2617
N -0.699 0.860 1.790 -0.6343
O 1.751 0.784 -0.958 -0.9597
C -1.523 1.661 0.950 -0.2140
H -2.485 -0.881 -3.028 0.4626
H -3.288 0.552 0.686 0.1883
H 2.037 1.520 -3.732 0.4621
H 3.218 1.536 2.010 0.4679
O 1.969 0.574 -3.682 -0.9497
H -2.078 -1.106 0.490 0.4982
H -0.047 0.227 1.343 0.3984
H -1.096 -3.078 1.084 0.4677
H 2.373 -2.982 -0.803 0.4808
O -1.706 -0.530 -0.202 -0.7364
O -0.542 2.789 -1.011 -0.5235
H 1.180 -0.898 -0.930 0.4963
C -0.752 2.730 0.182 0.4369
H -1.560 -4.168 0.267 0.4784
H 0.574 -2.336 -1.373 0.5000
O -2.286 -1.743 -2.616 -0.9636
O 3.229 -3.417 -0.975 -0.9627
```

Properties
HOMO level (Ha): -0.3845
Largest force on an atom (eV/A): 2.54
Relative energy (zero: lowest compared OMol25 entry of this formula, charge and spin) (kcal per mole): 45.9
Structure (SMILES): O=CN[C@@H](C=O)CO.O.O.O.O.O.O.O
Calculated total energy (eV): -26452.5266

Below is a structure of composition C4H22AgCsO13P, with properties calculated with ωB97M-V/def2-TZVPD.

The geometry in XYZ format:
```
42
Properties=species:S:1:pos:R:3:nbo_charge:R:1
H -1.819 -2.042 -2.167 0.4902
O 0.978 -0.359 0.428 -1.2114
H 0.283 -0.405 2.033 0.4898
O -2.672 -2.494 -2.147 -0.9639
H 4.162 1.017 0.245 0.4459
H -2.517 -1.545 0.100 0.4706
H -1.107 0.241 -3.008 0.4831
H -3.270 -0.749 1.158 0.4941
H -3.113 4.482 -1.257 0.1639
H 1.136 -0.913 4.643 0.1865
H -3.959 2.345 -0.683 0.1677
C -2.424 3.846 -0.695 -0.0758
O -2.284 1.630 0.231 -0.7465
H 2.001 -1.262 1.185 0.4865
C -2.869 2.361 -0.812 -0.0930
C 2.382 -1.030 3.132 -0.1091
C 0.944 -1.258 3.622 -0.1024
O 4.319 0.335 0.905 -0.9454
H 3.194 -1.522 3.671 0.1986
P 0.415 -0.181 -0.949 2.4855
H -0.160 0.187 -4.208 0.4442
O 0.433 1.246 -1.550 -1.0088
Cs -0.331 -3.115 0.419 0.9756
O -1.093 0.195 -3.970 -0.9294
H 2.674 0.023 3.159 0.1983
H -2.338 4.189 0.336 0.1824
H 2.885 -1.699 -1.114 0.4731
O -0.023 -0.431 2.951 -0.7443
O -3.152 -1.644 0.816 -0.9700
H 3.576 -0.292 0.803 0.4848
O -1.122 4.022 -1.220 -0.7405
O 2.623 -1.621 1.832 -0.8104
H -3.234 -1.928 -1.609 0.4707
O 1.424 -0.977 -1.854 -0.9739
H 3.660 -2.434 -0.017 0.4804
H 0.550 -2.272 3.603 0.1529
H -1.702 0.898 -0.061 0.4877
Ag 2.206 0.919 -2.696 1.0594
H -2.692 1.913 -1.794 0.1754
O 3.744 -2.096 -0.918 -0.9646
O -1.004 -0.772 -1.085 -1.2337
H -0.702 3.193 -1.458 0.4757
```

Properties
HOMO level (alpha / beta) (Ha): -0.3640 / -0.3634
2S+1: 2
Largest force on an atom (eV/A): 2.67
Relative energy (zero: lowest compared OMol25 entry of this formula, charge and spin) (kcal per mole): 0.0
<S²>: 0.765
Calculated total energy (eV): -44959.0883

Below is a cluster of 12 separate species, C4H22BO19 in total, with properties calculated with ωB97M-V/def2-TZVPD.

The geometry in XYZ format:
```
46
Properties=species:S:1:pos:R:3:nbo_charge:R:1
O 8.577 11.931 11.334 -0.6641
H 9.641 7.366 12.304 0.4755
H -2.204 16.377 8.672 0.4631
H -0.319 14.648 14.779 0.4647
O 5.456 12.455 8.235 -0.5506
O 8.352 20.671 12.676 -0.9366
O 13.066 21.732 11.561 -0.9378
O 0.512 14.180 14.853 -0.9370
H 0.283 8.304 11.617 0.4723
O 0.389 10.043 4.344 -0.9342
O 4.194 11.968 10.928 -0.5795
O -1.324 16.039 8.505 -0.9313
H 5.180 15.649 15.086 0.4736
H 13.547 21.528 10.759 0.4682
H 0.527 13.597 14.094 0.4725
H 8.689 12.010 3.689 0.4657
H 7.424 11.466 4.318 0.4744
H 8.772 19.862 12.966 0.4712
H 13.984 16.775 17.966 0.4650
C 5.379 12.342 10.683 0.6575
H 10.561 7.021 13.455 0.4671
H -0.256 10.449 3.765 0.4628
O 10.165 14.830 12.304 -0.5646
C 9.428 13.981 11.833 0.6698
H 13.999 16.290 16.532 0.4714
H 12.925 20.882 11.979 0.4697
H -1.425 15.087 8.527 0.4683
H -0.368 7.422 12.661 0.4637
H 3.804 15.612 15.715 0.4709
H 17.069 10.873 12.547 0.4720
O 10.146 6.645 12.679 -0.9426
O 7.266 12.992 9.607 -0.6555
H 1.031 10.734 4.511 0.4715
H 18.426 10.342 12.958 0.4643
O -0.043 7.415 11.761 -0.9359
O 6.199 12.584 11.673 -0.6334
O 17.987 10.852 12.277 -0.9363
B 7.510 12.879 11.102 1.1650
C 6.020 12.516 9.317 0.6836
H 9.046 21.155 12.228 0.4655
O 14.378 16.117 17.394 -0.9364
O 8.147 11.222 3.740 -0.9402
O 10.652 11.826 12.326 -0.5687
C 9.676 12.468 11.860 0.6848
O 8.161 14.204 11.485 -0.6448
O 4.658 16.038 15.788 -0.9446
```

Properties
HOMO level (Ha): -0.2782
Net charge: -1
Largest force on an atom (eV/A): 6.47
Relative energy (zero: lowest compared OMol25 entry of this formula, charge and spin) (kcal per mole): 70.2
Calculated total energy (eV): -44090.8709

Below is a cluster of 8 separate species, C4H22ClO11 in total, with properties calculated with ωB97M-V/def2-TZVPD.

The geometry in XYZ format:
```
38
Properties=species:S:1:pos:R:3:nbo_charge:R:1
H -1.336 -3.661 2.454 0.1583
O -2.019 -2.921 0.621 -0.7479
Cl 0.948 -0.633 -0.147 2.5641
O -1.439 -0.866 3.005 -0.9737
H -1.558 -2.217 0.145 0.4988
O 1.820 0.144 0.696 -0.8718
H -2.182 -1.050 -4.830 0.1453
H -2.438 1.200 1.123 0.4700
H 3.695 0.375 4.109 0.1602
H -0.238 3.829 -3.773 0.1578
C -1.965 -1.735 -3.999 -0.2422
O 1.742 0.993 4.041 -0.7293
O 1.341 3.166 1.595 -0.9458
H -0.735 -1.170 3.581 0.4611
O -2.809 1.463 1.971 -0.9691
H 1.701 2.293 1.784 0.4811
H -1.137 -2.374 -4.330 0.1568
O -1.643 -1.017 -2.825 -0.7182
H -0.887 -4.599 0.961 0.1503
C 0.331 3.096 -4.356 -0.2406
H 1.574 0.075 3.812 0.4615
H -1.046 -0.836 2.118 0.5029
C -1.069 -3.611 1.397 -0.2529
H 3.252 1.427 2.703 0.1755
H 1.497 3.270 0.652 0.4642
H -0.087 -3.115 1.411 0.1794
H -0.398 2.483 -4.896 0.1567
H 0.993 3.606 -5.051 0.1690
O 1.403 -1.996 -0.221 -0.8507
O -0.407 -0.626 0.399 -0.9162
H -2.515 0.764 2.571 0.4919
H -0.796 -0.578 -2.951 0.4769
C 3.147 1.254 3.769 -0.2471
O 0.912 -0.047 -1.464 -0.8900
H 3.410 2.113 4.377 0.1785
O 1.131 2.299 -3.510 -0.7283
H -2.828 -2.357 -3.786 0.1791
H 0.633 1.560 -3.154 0.4843
```

Properties
HOMO level (Ha): -0.2571
Net charge: -1
Largest force on an atom (eV/A): 1.81
Calculated total energy (eV): -39543.5155

Below is a cluster of 6 separate species, C4H22NO7 in total, with properties calculated with ωB97M-V/def2-TZVPD.

The geometry in XYZ format:
```
34
Properties=species:S:1:pos:R:3:nbo_charge:R:1
O -2.849 0.188 -1.493 -0.9619
H 3.820 2.902 0.017 0.4941
O -2.136 2.400 0.108 -0.9414
O -1.155 -3.552 -0.809 -0.9115
C 2.132 -0.361 -0.196 -0.1017
O 3.270 2.185 0.424 -0.9630
H -0.474 -2.936 -0.770 0.4495
H -1.028 0.713 0.162 0.5055
H 2.899 -0.777 0.510 0.1959
N -0.190 0.527 -0.482 -0.7836
H 1.433 -1.233 -1.940 0.4885
H 1.756 0.389 2.394 0.2545
H -2.781 1.728 0.316 0.4819
H 0.346 1.323 -0.738 0.4271
C 0.904 0.565 1.819 -0.5005
H -2.583 2.976 -0.407 0.4753
H -0.744 -2.391 -2.839 0.5133
H -0.294 -0.424 3.480 0.1920
H -1.408 -3.498 0.082 0.4653
H -0.475 1.397 3.175 0.2175
H 2.491 0.613 -0.558 0.2142
H 0.257 -1.187 0.800 0.1796
O -1.510 0.280 1.864 -0.7226
O 2.210 -1.202 -1.256 -0.7246
O -0.632 -1.441 -2.715 -0.9863
C -0.338 0.433 2.657 -0.0685
H -1.642 -0.702 1.690 0.4737
H -0.843 -1.227 -3.649 0.5003
H -3.423 -0.571 -1.215 0.4909
C 0.816 -0.197 0.566 -0.0097
H -2.266 -0.129 -2.180 0.4769
H 1.087 1.571 1.481 0.2410
H 3.921 1.712 0.981 0.4819
H -0.569 -0.073 -1.277 0.4563
```

Properties
HOMO level (Ha): -0.4945
Net charge: +1
Largest force on an atom (eV/A): 4.98
Relative energy (zero: lowest compared OMol25 entry of this formula, charge and spin) (kcal per mole): 76.6
Calculated total energy (eV): -20319.8039

Below is a cluster of 7 separate species, C4H23N2O6 in total, with properties calculated with ωB97M-V/def2-TZVPD.

The geometry in XYZ format:
```
35
Properties=species:S:1:pos:R:3:nbo_charge:R:1
H 2.625 -2.209 -0.950 0.4868
H 3.440 0.856 -0.370 0.4979
H 1.223 -0.217 1.374 0.4937
H -0.948 -0.973 0.331 0.4598
H -2.489 -1.444 0.710 0.4075
O 1.863 -2.572 -1.441 -0.9742
H -3.982 -0.103 -0.912 0.2150
H -1.202 -0.841 -1.892 0.2168
H -1.457 -2.530 0.078 0.4652
O 3.742 0.019 0.014 -1.0065
H 3.678 0.050 0.972 0.4756
N -0.823 2.838 0.384 -0.8433
O 1.661 1.057 2.391 -1.1709
H -1.551 3.367 0.840 0.3766
H -0.102 3.441 0.047 0.3827
H 1.051 1.786 2.572 0.4599
H 2.059 -3.504 -1.578 0.4696
H 1.557 -0.686 -0.058 0.4873
C -3.023 0.201 -1.310 -0.4398
H -3.008 0.451 -2.376 0.2219
H -0.171 -3.376 2.570 0.4785
H 1.833 1.933 -1.376 0.4846
H -3.218 1.938 0.013 0.1970
O 0.982 -0.891 0.691 -1.0787
O 2.653 2.341 -1.101 -1.0129
C -2.488 1.406 -0.589 -0.3401
H -0.443 1.168 -0.811 0.1711
C -2.113 -1.062 -1.355 -0.2612
N -1.757 -1.549 -0.009 -0.7919
H -2.663 -1.744 -1.998 0.2190
C -1.222 1.780 -0.407 -0.0556
H 2.954 3.197 -1.404 0.4995
O -0.583 -2.855 1.865 -1.0885
H -0.040 -2.051 1.812 0.4733
H 1.961 0.780 3.271 0.4240
```

Properties
HOMO level (alpha / beta) (Ha): -0.0848 / -0.3146
2S+1: 2
Largest force on an atom (eV/A): 2.08
Relative energy (zero: lowest compared OMol25 entry of this formula, charge and spin) (kcal per mole): 11.5
<S²>: 0.751
Calculated total energy (eV): -19782.7698